C8H12N2O as an isolated structure in a non-equilibrium geometry. Source: the OMol25 dataset; level of theory: ωB97M-V/def2-TZVPD.

Last column: natural (NBO) charge in e.
CARTESIAN COORDINATES (ANGSTROEM)
C1 -0.0389 2.4606 -0.3643  -0.66
C2 0.8537 1.2802 -0.1936  0.10
C3 2.0946 1.0995 0.3949  -0.29
C4 2.4995 -0.2150 0.3549  -0.31
C5 1.4213 -0.8975 -0.1211  0.18
C6 1.2127 -2.4610 -0.1625  -0.65
C7 -0.9096 -0.3207 -0.9242  -0.33
C8 -2.0767 -0.2470 0.1422  0.66
H1 -1.1150 2.2769 -0.1485  0.22
H2 -0.0439 2.6861 -1.4507  0.23
H3 0.3329 3.3662 0.1743  0.24
H4 2.7385 1.9570 0.7634  0.22
H5 3.4284 -0.6303 0.7866  0.23
H6 2.1189 -2.9567 0.2379  0.23
H7 0.4735 -2.8663 0.4624  0.22
H8 0.9900 -2.8831 -1.2101  0.21
H9 -0.9433 -1.3811 -1.3906  0.25
H10 -1.3603 0.2942 -1.7518  0.24
H11 -2.2126 0.1056 2.3087  0.41
H12 -0.6821 0.6921 1.5268  0.40
N1 0.4047 -0.0181 -0.5217  -0.37
N2 -1.5951 -0.2097 1.4552  -0.86
O1 -3.2164 -0.4075 -0.2000  -0.58

Summary:
- gap between HOMO and LUMO (eV) = 8.7
- ΔE to the lowest compared entry with this formula, charge and spin (eV) = 1.518
- charge = 0
- E (Ha) = -496.7368
- F_max (eV/Å) = 6.16